{
  "formula": "C26H29IN3PRe",
  "method": "ωB97M-V with the def2-TZVPD basis set",
  "energy_ha": -1888.1944,
  "lumo_energy_ev": [-12.53, -15.65],
  "spin_multiplicity": 4,
  "largest_force_ha_per_bohr": 0.021,
  "de_lowest_ev": 0.150,
  "homo_energy_ev": [-19.4, -19.2],
  "charge": 4,
  "s2": 3.79,
  "symbols": ["Re", "N", "C", "C", "N", "C", "C", "N", "H", "H", "H", "H", "H", "H", "H", "H", "H", "H", "H", "H", "H", "I", "C", "C", "C", "C", "C", "C", "C", "C", "C", "P", "C", "C", "C", "C", "C", "C", "C", "C", "C", "C", "C", "C", "C", "H", "H", "H", "H", "H", "H", "H", "H", "H", "H", "H", "H", "H", "H", "H", "H"],
  "coordinates": [[0.203, -0.294, -0.759], [-1.817, -0.513, -1.592], [-2.845, 0.257, -0.810], [-2.321, 0.483, 0.592], [-0.894, 0.960, 0.554], [-0.735, 2.426, 0.204], [-0.598, 2.631, -1.292], [0.396, 1.637, -1.813], [-1.871, -0.244, -2.576], [-2.064, -1.504, -1.603], [-3.784, -0.293, -0.773], [-3.052, 1.192, -1.322], [-2.323, -0.447, 1.162], [-2.933, 1.209, 1.130], [-0.561, 0.878, 1.513], [0.165, 2.776, 0.713], [-1.579, 2.986, 0.608], [-0.268, 3.650, -1.497], [-1.536, 2.489, -1.822], [1.336, 2.012, -1.672], [0.317, 1.577, -2.830], [2.556, 0.035, 0.525], [3.773, -1.635, 0.035], [5.068, -1.261, -0.216], [6.053, -2.247, -0.374], [5.704, -3.562, -0.224], [4.370, -3.947, 0.038], [4.082, -5.326, 0.196], [2.809, -5.769, 0.430], [1.774, -4.838, 0.469], [1.997, -3.466, 0.332], [0.416, -2.609, 0.172], [-0.478, -3.039, 1.647], [0.281, -3.159, 2.858], [-0.327, -3.578, 4.014], [-1.701, -3.850, 4.006], [-2.474, -3.686, 2.825], [-1.875, -3.266, 1.664], [-0.263, -3.109, -1.404], [0.428, -2.378, -2.396], [0.111, -2.534, -3.740], [-0.895, -3.433, -4.086], [-1.571, -4.158, -3.107], [-1.267, -4.000, -1.753], [3.324, -2.973, 0.149], [5.354, -0.219, -0.280], [7.072, -1.955, -0.585], [6.456, -4.337, -0.307], [4.901, -6.031, 0.121], [2.596, -6.823, 0.552], [0.760, -5.211, 0.578], [1.344, -2.950, 2.849], [0.244, -3.699, 4.925], [-2.192, -4.179, 4.915], [-3.533, -3.909, 2.850], [-2.465, -3.167, 0.762], [1.311, -1.755, -2.116], [0.657, -1.999, -4.506], [-1.140, -3.584, -5.130], [-2.334, -4.870, -3.399], [-1.791, -4.589, -1.012]]
}

***

{
  "formula": "C26H29N5O5S",
  "method": "ωB97M-V with the def2-TZVPD basis set",
  "energy_ha": -2056.4196,
  "lumo_energy_ev": -0.34,
  "spin_multiplicity": 1,
  "largest_force_ha_per_bohr": 0.017,
  "de_lowest_ev": 0.772,
  "homo_energy_ev": -8.0,
  "symbols": ["C", "H", "O", "C", "C", "C", "C", "C", "C", "O", "H", "H", "H", "C", "N", "C", "O", "C", "C", "N", "H", "H", "C", "N", "S", "C", "O", "N", "H", "H", "C", "C", "C", "C", "C", "C", "C", "H", "H", "H", "H", "H", "H", "H", "H", "C", "O", "N", "H", "C", "H", "C", "C", "H", "C", "H", "H", "C", "H", "H", "H", "H", "H", "H", "H", "H"],
  "coordinates": [[-0.802, 4.271, 1.624], [-1.022, 5.337, 1.644], [0.587, 4.164, 1.802], [1.141, 2.903, 1.809], [0.441, 1.722, 1.673], [1.104, 0.496, 1.688], [2.473, 0.470, 1.887], [3.184, 1.651, 2.031], [2.535, 2.871, 1.983], [3.238, 4.026, 2.118], [2.612, 4.761, 2.062], [4.251, 1.641, 2.181], [2.997, -0.471, 1.944], [0.275, -0.761, 1.582], [-0.799, -0.653, 0.585], [-0.515, -0.158, -0.641], [0.650, 0.148, -0.935], [-1.539, 0.044, -1.658], [-1.216, 0.414, -2.974], [0.007, 0.553, -3.490], [0.069, 0.886, -4.442], [0.786, 0.540, -2.847], [-2.414, 0.598, -3.738], [-3.537, 0.410, -3.081], [-3.278, -0.004, -1.544], [-2.415, 1.001, -5.159], [-1.387, 1.221, -5.779], [-3.645, 1.107, -5.697], [-4.453, 0.917, -5.130], [-3.746, 1.380, -6.659], [-2.038, -1.266, 1.024], [-2.706, -0.427, 2.086], [-2.866, -0.917, 3.375], [-3.436, -0.129, 4.361], [-3.846, 1.160, 4.069], [-3.688, 1.658, 2.787], [-3.121, 0.869, 1.802], [-3.004, 1.261, 0.802], [-4.009, 2.662, 2.551], [-4.287, 1.776, 4.838], [-3.555, -0.523, 5.359], [-2.542, -1.921, 3.609], [-2.706, -1.415, 0.176], [-1.795, -2.254, 1.432], [-0.225, -0.905, 2.548], [1.060, -2.063, 1.307], [0.896, -3.048, 2.002], [1.857, -1.997, 0.238], [1.836, -1.140, -0.308], [2.592, -3.122, -0.295], [2.476, -3.933, 0.428], [2.052, -3.504, -1.683], [2.900, -2.677, -2.643], [2.849, -3.039, -3.669], [4.298, -2.801, -2.043], [4.972, -2.020, -2.389], [4.727, -3.766, -2.317], [4.069, -2.737, -0.527], [4.742, -3.404, 0.009], [4.236, -1.725, -0.158], [2.573, -1.636, -2.626], [0.986, -3.297, -1.768], [2.214, -4.567, -1.862], [-0.631, 1.733, 1.554], [-1.114, 3.854, 0.661], [-1.349, 3.771, 2.431]]
}

***

{
  "formula": "C26H30As2BN8O8OsS4",
  "method": "ωB97M-V with the def2-TZVPD basis set",
  "energy_ha": -8228.0577,
  "lumo_energy_ev": [-6.33, -8.53],
  "spin_multiplicity": 6,
  "largest_force_ha_per_bohr": 0.022,
  "homo_energy_ev": [-13.8, -13.8],
  "charge": 2,
  "s2": 8.77,
  "symbols": ["Os", "C", "C", "N", "N", "C", "B", "N", "C", "C", "C", "N", "N", "C", "C", "C", "N", "N", "C", "C", "C", "N", "H", "H", "H", "H", "H", "H", "H", "H", "H", "H", "H", "H", "S", "S", "S", "S", "C", "O", "C", "O", "C", "C", "As", "C", "C", "C", "As", "C", "C", "O", "O", "C", "C", "O", "O", "C", "C", "O", "O", "C", "H", "H", "H", "H", "H", "H", "H", "H", "H", "H", "H", "H", "H", "H", "H", "H", "H", "H"],
  "coordinates": [[1.095, 0.426, -1.212], [2.241, 0.492, -5.284], [2.464, 0.191, -3.959], [1.331, 0.389, -3.249], [0.383, 0.814, -4.121], [0.909, 0.887, -5.340], [-1.071, 1.072, -3.638], [-1.456, -0.111, -2.686], [-2.589, -0.815, -2.719], [-2.691, -1.565, -1.558], [-1.557, -1.247, -0.837], [-0.806, -0.368, -1.522], [-1.040, 2.358, -2.767], [-1.807, 3.463, -2.704], [-1.450, 4.197, -1.593], [-0.424, 3.461, -1.009], [-0.171, 2.367, -1.727], [-2.027, 1.055, -4.795], [-3.261, 1.608, -4.989], [-3.814, 1.034, -6.096], [-2.848, 0.101, -6.527], [-1.790, 0.104, -5.744], [2.936, 0.418, -6.102], [3.359, -0.168, -3.481], [0.324, 1.218, -6.181], [-3.261, -0.748, -3.559], [-3.474, -2.249, -1.285], [-1.252, -1.622, 0.121], [-2.543, 3.681, -3.454], [-1.859, 5.136, -1.267], [0.147, 3.673, -0.121], [-3.685, 2.337, -4.324], [-4.775, 1.240, -6.535], [-2.888, -0.566, -7.373], [3.313, 1.276, -0.988], [5.789, 2.903, 0.429], [5.131, 3.953, -1.003], [3.095, 3.135, -1.576], [2.163, -4.693, -0.514], [1.656, -3.883, 0.574], [1.335, -2.653, 0.295], [1.595, -2.104, -0.773], [0.716, -1.893, 1.429], [-0.165, -2.412, 2.281], [-0.987, -1.578, 3.875], [0.299, -2.292, 5.173], [-0.227, 0.223, 3.753], [0.333, 0.851, 2.722], [1.214, -0.027, 1.253], [3.029, -0.136, 1.938], [0.529, 2.335, 2.743], [-0.151, 3.107, 3.347], [1.612, 2.679, 1.996], [2.049, 4.051, 2.104], [-0.416, 0.974, 5.054], [0.509, 1.461, 5.640], [-1.671, 0.902, 5.471], [-1.956, 1.570, 6.723], [-0.790, -3.759, 1.997], [-1.104, -4.116, 0.893], [-1.031, -4.409, 3.126], [-1.724, -5.675, 3.023], [2.338, -5.672, -0.084], [3.087, -4.266, -0.896], [1.417, -4.742, -1.304], [0.068, -3.343, 5.331], [0.163, -1.755, 6.112], [1.325, -2.180, 4.830], [2.976, -0.558, 2.940], [3.478, 0.854, 1.980], [3.621, -0.784, 1.291], [2.205, 4.431, 1.096], [2.984, 4.064, 2.659], [1.299, 4.643, 2.619], [-2.943, 1.230, 7.017], [-1.949, 2.646, 6.563], [-1.211, 1.305, 7.468], [-2.196, -5.835, 3.985], [-0.999, -6.459, 2.819], [-2.462, -5.633, 2.227]]
}